# 1
{
  "formula": "C34H57NO16PS",
  "method": "ωB97M-V with the def2-TZVPD basis set",
  "elements": ["S", "P", "O", "O", "O", "O", "O", "O", "O", "O", "O", "O", "O", "O", "O", "O", "O", "O", "N", "C", "C", "C", "C", "C", "C", "C", "C", "C", "C", "C", "C", "C", "C", "C", "C", "C", "C", "C", "C", "C", "C", "C", "C", "C", "C", "C", "C", "C", "C", "C", "C", "C", "C", "H", "H", "H", "H", "H", "H", "H", "H", "H", "H", "H", "H", "H", "H", "H", "H", "H", "H", "H", "H", "H", "H", "H", "H", "H", "H", "H", "H", "H", "H", "H", "H", "H", "H", "H", "H", "H", "H", "H", "H", "H", "H", "H", "H", "H", "H", "H", "H", "H", "H", "H", "H", "H", "H", "H", "H", "H"],
  "coordinates": [[3.315, -4.564, 2.721], [1.472, -5.562, 3.381], [1.735, -0.784, 0.209], [-5.396, 3.855, 1.121], [1.203, -3.370, -3.223], [-2.971, 0.357, -0.142], [-6.515, 1.897, 1.187], [1.583, -0.531, 2.445], [2.987, 2.705, -1.164], [-3.459, 0.643, -6.170], [-2.805, 0.077, -2.373], [-2.824, 2.789, -5.861], [4.992, 3.655, 3.381], [-0.040, -6.851, 3.050], [0.975, 3.637, -0.750], [2.963, 4.563, 3.810], [-1.671, -8.391, 3.182], [1.059, -3.650, -5.459], [1.373, -5.499, 4.955], [1.194, -0.260, 1.335], [-4.536, 4.576, 2.015], [-2.438, 3.879, -6.713], [-3.045, 1.679, -6.614], [-1.026, -7.399, 2.575], [4.853, 5.870, 4.335], [-2.741, 1.965, -8.064], [1.703, -3.679, -4.453], [4.348, 4.138, 0.101], [-3.003, -7.758, 1.360], [-1.905, 3.230, -7.973], [-3.351, 0.613, -1.257], [3.336, -4.274, -2.860], [-4.920, 4.106, 3.404], [2.259, -3.397, -2.254], [-4.745, 1.205, -3.063], [-1.645, -7.094, 1.236], [3.049, -2.823, 3.316], [3.643, 6.432, 5.056], [0.099, 0.716, 0.988], [4.572, -5.213, 3.928], [-5.846, 2.727, 1.733], [-0.211, 0.349, -0.451], [-4.444, 1.586, -1.623], [2.493, 5.841, 4.269], [1.118, -0.176, -0.944], [-5.340, 2.668, 3.154], [-3.412, 0.671, -3.542], [-2.714, -8.891, 2.318], [4.326, 4.561, 3.798], [2.150, 3.561, -0.521], [3.174, -4.007, -4.347], [4.298, 2.786, -0.577], [2.904, 4.340, 0.529], [-5.120, 2.030, -3.667], [4.012, -2.361, 3.645], [-2.345, -9.785, 1.810], [2.230, 6.448, 3.398], [3.424, -4.881, -4.944], [-4.692, 5.647, 1.887], [4.687, -6.320, 3.862], [2.706, 3.901, 1.509], [1.512, -6.936, 3.000], [5.053, 2.691, -1.357], [-1.732, -6.020, 1.078], [-1.684, 4.485, -6.212], [2.345, -2.851, 4.197], [1.883, -3.801, -1.314], [-4.115, 4.210, 4.131], [-3.318, 4.499, -6.904], [-2.185, 1.145, -8.516], [2.532, -2.266, 2.482], [0.423, -4.858, 2.735], [4.334, -4.056, -2.480], [-0.853, 2.966, -7.837], [-4.492, 1.981, 3.200], [-5.314, 1.457, -0.981], [-3.498, 4.338, 1.767], [5.060, 4.180, 0.924], [-5.776, 4.681, 3.766], [-2.757, 1.461, -3.909], [-3.421, -8.091, 0.412], [1.770, 0.620, -1.309], [-3.585, -9.160, 2.913], [0.995, -0.921, -1.730], [-3.527, -0.076, -4.312], [-3.712, -7.061, 1.813], [2.623, 5.391, 0.514], [5.687, 5.705, 5.014], [-6.127, 2.352, 3.836], [3.755, -3.141, -4.671], [4.414, 1.962, 0.131], [5.563, -4.759, 3.676], [2.603, -2.374, -2.086], [-0.590, 1.179, -1.044], [-0.767, 0.579, 1.633], [-1.036, -7.550, 0.451], [4.243, -4.839, 4.927], [-1.979, 3.871, -8.851], [3.622, 7.521, 5.097], [1.605, 5.703, 4.885], [-3.679, 2.133, -8.597], [4.626, 4.908, -0.624], [0.540, -4.975, 5.252], [3.119, -5.325, -2.651], [5.157, 6.500, 3.496], [3.621, 6.057, 6.083], [0.487, 1.733, 1.076], [-4.055, 2.604, -1.543], [-0.955, -0.445, -0.472], [-5.493, 0.407, -3.082]],
  "molar_mass_g_mol": 798.86,
  "homo_energy_ev": -11.08,
  "total_charge": 1,
  "orbital_gap_ev": 8.95,
  "total_energy_ha": -3327.633560
}

# 2
{
  "formula": "C28H34N4O5",
  "method": "ωB97M-V with the def2-TZVPD basis set",
  "elements": ["O", "O", "O", "O", "O", "N", "N", "N", "N", "C", "C", "C", "C", "C", "C", "C", "C", "C", "C", "C", "C", "C", "C", "C", "C", "C", "C", "C", "C", "C", "C", "C", "C", "C", "C", "C", "C", "H", "H", "H", "H", "H", "H", "H", "H", "H", "H", "H", "H", "H", "H", "H", "H", "H", "H", "H", "H", "H", "H", "H", "H", "H", "H", "H", "H", "H", "H", "H", "H", "H", "H"],
  "coordinates": [[1.446, -0.874, 1.758], [1.499, -1.790, -2.867], [4.473, 3.113, 1.307], [3.555, 4.351, -1.147], [-2.389, -3.268, 1.209], [-3.169, 3.012, 0.354], [-0.182, -3.033, 1.600], [-0.420, -0.275, 0.571], [1.247, -3.719, -0.784], [-3.125, 0.769, 0.609], [0.006, -4.421, 1.943], [2.995, 3.259, -0.567], [2.473, -1.912, -1.857], [-6.637, 2.530, -0.809], [2.670, 1.518, 1.056], [-5.509, 3.259, -0.498], [-6.668, 1.141, -0.664], [-2.752, 4.384, 0.365], [1.898, 2.751, -1.263], [2.545, -3.337, -1.312], [-2.411, 1.945, 0.732], [4.753, 4.918, -0.664], [0.868, -0.140, 0.964], [-1.495, -1.102, 0.950], [-5.573, 0.443, -0.205], [-2.741, -0.584, 0.897], [3.393, 2.618, 0.624], [-4.403, 2.559, -0.030], [0.237, -2.188, -2.382], [1.560, 1.035, 0.366], [1.283, -5.040, -0.178], [4.907, 2.436, 2.462], [-4.422, 1.155, 0.123], [-1.387, -2.565, 1.259], [0.255, -3.615, -1.840], [0.078, -5.332, 0.713], [1.182, 1.661, -0.817], [4.984, 5.724, -1.360], [0.923, -4.503, 2.529], [0.477, -4.317, -2.666], [-0.760, 0.483, -0.010], [-0.454, -2.105, -3.223], [-3.374, 4.969, 1.048], [-0.731, -3.845, -1.436], [0.369, 1.293, -1.426], [0.612, -2.402, 1.658], [0.150, -6.367, 1.054], [-1.431, 2.118, 1.137], [3.281, -3.374, -0.506], [-5.488, 4.332, -0.613], [-5.603, -0.631, -0.099], [2.188, -5.090, 0.436], [4.146, 2.451, 3.248], [2.944, 0.995, 1.958], [3.422, -1.624, -2.312], [5.786, 2.983, 2.802], [-0.852, -5.228, 0.156], [-1.715, 4.446, 0.692], [-0.083, -1.510, -1.578], [-7.573, 0.609, -0.919], [5.185, 1.401, 2.243], [-7.516, 3.041, -1.173], [1.359, -5.828, -0.951], [-2.833, 4.816, -0.635], [-3.548, -1.282, 1.067], [5.570, 4.194, -0.663], [4.632, 5.327, 0.341], [2.869, -4.018, -2.121], [2.244, -1.225, -1.030], [-0.846, -4.741, 2.553], [1.630, 3.247, -2.182]],
  "molar_mass_g_mol": 506.60,
  "homo_energy_ev": -7.55,
  "orbital_gap_ev": 7.95,
  "smiles": "COc1ccc(C(=O)N/C(=C\\c2cn(C)c3ccccc23)C(=O)NCCCN2CCOCC2)cc1OC",
  "total_energy_ha": -1682.588479
}